# C3H9N2O2

A 3-piece molecular cluster, C3H9N2O2 overall at a distorted geometry (wB97M-V/def2-TZVPD, the OMol25 dataset).

Output
LUMO energy   -2.9 eV
HOMO   -14.011 eV
Charge   +1
HOMO-LUMO gap   11.117 eV

Cartesian coordinates (Å):
C1 2.120762 -0.527943 -0.857756
C2 1.873905 -1.426898 0.138387
N1 0.875912 -0.810379 0.919962
C3 0.563722 0.362830 0.425612
N2 1.297003 0.635870 -0.669070
H1 2.573324 -0.848086 -1.781184
H2 1.928887 -2.488915 0.250969
H3 0.232851 -1.349489 1.487623
H4 -0.190678 1.035396 0.766476
H5 1.527875 1.404155 -1.263878
H6 -1.616794 -0.150233 -1.763965
H7 -2.183208 -0.250243 -0.343753
O1 -1.361514 -0.326418 -0.850270
H8 -2.921661 1.419511 1.861780
H9 -2.406429 2.068201 0.558403
O2 -2.313957 1.252641 1.120664

Cartesian forces (eV/Å) of the 6 atoms listed first:
-0.73 -0.97 0.39
-1.94 1.66 -0.58
0.21 -0.42 -0.30
0.29 1.81 -1.05
2.25 -3.97 0.91
0.47 0.86 -0.10

***

# C18H32N2O7S3

A 4-piece molecular cluster, C18H32N2O7S3 overall at a distorted geometry (wB97M-V/def2-TZVPD, the OMol25 dataset).

Output
LUMO energy   0.6 eV
HOMO   -9.879 eV
Charge   0
HOMO-LUMO gap   10.451 eV

Cartesian coordinates (Å):
C1 5.415857 4.813838 -5.328785
O1 4.702869 5.498152 -4.323491
C2 3.405951 5.900568 -4.676064
C3 2.611186 4.930772 -5.559670
C4 2.744913 5.265743 -6.960448
N1 2.987305 5.490937 -8.069482
C5 1.081967 5.071644 -5.216829
C6 0.570058 3.806440 -4.759048
N2 0.216046 2.750486 -4.436511
H1 6.444856 4.776404 -5.010993
H2 5.395869 5.317887 -6.288256
H3 5.093738 3.785385 -5.418391
H4 3.414925 6.894456 -5.114619
H5 2.863550 5.987944 -3.747178
H6 2.862053 3.900303 -5.390286
H7 0.898246 5.839350 -4.481772
H8 0.532168 5.351261 -6.099200
O2 0.282503 4.670793 0.324131
S1 0.714164 3.311416 0.549775
O3 2.029543 3.024451 1.068006
C7 -0.515387 2.477350 1.544882
C8 -1.492283 1.899377 0.526707
C9 -0.632637 1.315466 -0.598052
C10 0.432694 2.362942 -0.948321
H9 -0.967642 3.187992 2.232511
H10 -0.009832 1.687796 2.099720
H11 -2.130152 1.140670 0.975436
H12 -2.129517 2.694985 0.130496
H13 -0.153898 0.399894 -0.249576
H14 -1.229418 1.057816 -1.470641
H15 1.369718 1.909089 -1.259072
H16 0.083957 3.050405 -1.714963
O4 -2.437689 -0.921911 3.073860
S2 -2.998256 -1.423155 1.841866
O5 -2.386222 -1.131835 0.568827
C11 -3.235512 -3.185755 1.989782
C12 -4.637304 -3.326973 2.574219
C13 -5.511615 -2.313186 1.823064
C14 -4.741998 -0.986659 1.784875
H17 -2.456701 -3.606028 2.617397
H18 -3.177789 -3.611975 0.989294
H19 -5.010815 -4.343452 2.465545
H20 -4.623089 -3.084774 3.639148
H21 -5.686892 -2.667169 0.805537
H22 -6.483819 -2.186870 2.296943
H23 -4.934117 -0.423535 0.875203
H24 -4.956585 -0.369286 2.654922
O6 -1.027001 -5.363890 2.654980
S3 0.375483 -5.692808 2.553123
O7 0.988415 -5.948506 1.276954
C15 1.314639 -4.450586 3.432606
C16 1.388390 -4.977379 4.862369
C17 1.680586 -6.479493 4.741364
C18 0.730124 -7.047566 3.678835
H25 0.814070 -3.488745 3.345815
H26 2.301679 -4.402297 2.974753
H27 2.154437 -4.460262 5.437164
H28 0.430749 -4.825673 5.364778
H29 2.715164 -6.624914 4.425610
H30 1.554307 -6.993126 5.692843
H31 1.177365 -7.861860 3.115581
H32 -0.213358 -7.372346 4.112700

Cartesian forces (eV/Å) of the 6 atoms listed first:
0.45 0.16 0.17
-0.15 -0.12 -0.05
0.26 -0.19 0.46
-1.38 0.94 0.34
1.21 -0.20 -1.77
-0.52 -0.07 1.06

***

# C5H34N2O12

A 12-piece molecular cluster, C5H34N2O12 overall at a distorted geometry (wB97M-V/def2-TZVPD, the OMol25 dataset).

Output
LUMO energy   0.2 eV
HOMO   -9.257 eV
Charge   0
HOMO-LUMO gap   9.425 eV

Cartesian coordinates (Å):
C1 -0.698077 3.084938 2.104892
C2 0.511999 2.229418 1.657309
C3 -0.068578 0.814832 1.530967
N1 0.921049 -0.222689 1.077721
N2 1.095330 2.784658 0.425823
C4 2.542002 2.671236 0.263071
C5 0.438483 3.156247 -0.694594
O1 0.926325 3.481116 -1.756210
H1 -0.457003 4.100533 2.445543
H2 -1.329010 2.625617 2.869326
H3 -1.344245 3.198860 1.248677
H4 1.245387 2.215723 2.458365
H5 -0.285691 0.474143 2.544844
H6 -0.869676 0.754619 0.794686
H7 0.927613 -0.401213 0.102247
H8 1.786001 0.003180 1.509604
H9 2.974483 2.687727 1.258762
H10 2.864004 1.676216 -0.036995
H11 2.966426 3.373287 -0.439809
H12 -0.646176 3.143752 -0.579188
O2 -2.797990 -1.318836 3.168294
H13 -3.083524 -1.194078 2.236025
H14 -3.635242 -1.157277 3.617359
O3 1.232710 -2.728613 2.043883
H15 2.109341 -2.747678 1.670179
H16 1.041689 -1.805356 2.309594
O4 -0.088787 -3.462645 -0.155649
H17 0.456641 -2.903202 0.430217
H18 -0.595418 -3.953821 0.486607
O5 2.936171 -0.454877 -0.859058
H19 3.464358 -0.210747 -1.611761
H20 2.774039 -1.383667 -0.688618
O6 -2.675862 0.206504 -0.493290
H21 -2.076494 -0.524524 -0.281134
H22 -2.512945 0.271067 -1.448393
O7 2.846563 -1.347919 -3.481633
H23 3.217578 -0.695193 -4.062017
H24 1.913025 -1.373322 -3.653664
O8 -1.180779 -3.811414 2.706776
H25 -1.949115 -3.279704 2.989645
H26 -0.406521 -3.596777 3.219111
O9 -4.557706 -1.023343 0.790432
H27 -4.525234 -1.887283 0.345084
H28 -3.931132 -0.578198 0.158399
O10 -1.045463 -1.571434 -1.663082
H29 -0.849510 -2.253338 -0.924621
H30 -1.234386 -2.044533 -2.466187
O11 -1.162220 -0.005672 -4.136610
H31 -0.364541 0.087598 -3.598800
H32 -1.046361 0.770556 -4.699980
O12 1.384398 1.047039 -3.738291
H33 1.326710 1.882156 -4.195667
H34 1.515360 1.196335 -2.798188

Cartesian forces (eV/Å) of the 6 atoms listed first:
0.10 0.55 0.05
-2.17 0.41 -0.14
2.02 -1.41 -0.67
-1.84 0.93 1.57
1.35 -0.15 -0.48
0.35 -1.03 0.89

***

# C42H59BrN9O6SSeSiTl

C42H59BrN9O6SSeSiTl as an isolated structure at a distorted geometry (wB97M-V/def2-TZVPD, the OMol25 dataset).

Output
LUMO energy   3.1 eV
HOMO   -3.907 eV
Charge   -2
HOMO-LUMO gap   7.033 eV

Cartesian coordinates (Å):
Tl1 -1.341258 1.841479 1.408254
C1 -0.272718 -3.167089 -0.559875
C2 -1.665516 -3.406548 0.044931
C3 -2.763326 -3.202860 -0.961147
C4 -2.845646 -4.120746 -2.009127
C5 -3.727134 -3.889889 -3.064221
C6 -4.549587 -2.803423 -2.979394
C7 -4.532016 -1.851408 -1.951104
C8 -5.312973 -0.578020 -2.155003
C9 -6.776920 -0.738887 -1.671518
C10 -3.585321 -2.089732 -0.950537
N1 -3.339069 -1.132786 0.011453
C11 -4.359534 -0.717031 0.692384
C12 -4.476989 0.440901 1.530077
C13 -5.681088 0.761698 2.178593
C14 -5.420201 1.932441 2.845767
C15 -4.112364 2.281821 2.556951
N2 -3.518137 1.408029 1.749597
H1 0.469173 -3.526675 0.123377
H2 -0.159382 -2.080911 -0.767158
H3 -0.210604 -3.699615 -1.494985
H4 -1.702090 -2.857751 0.955748
H5 -1.676887 -4.484276 0.349762
H6 -2.256684 -4.987709 -1.959097
H7 -3.762685 -4.564314 -3.898689
H8 -5.318253 -2.732221 -3.769414
H9 -5.413947 -0.348262 -3.231542
H10 -4.824227 0.254210 -1.655417
H11 -7.150148 -1.695100 -2.044909
H12 -7.407316 0.095462 -2.160196
H13 -6.955622 -0.630149 -0.591245
H14 -5.288961 -1.229100 0.568869
H15 -6.556315 0.200299 2.205117
H16 -6.092983 2.579902 3.410604
H17 -3.550587 3.141385 2.920247
O1 -0.991482 -0.328072 0.961615
H18 -1.759318 -0.791741 0.510202
H19 -0.559459 -0.873648 1.680100
Se1 0.419850 3.407248 2.075698
O2 -3.652992 4.782164 -1.540075
N3 -3.907876 5.976055 -1.797736
C16 -3.156683 6.598990 -2.694691
C17 -2.056719 5.955385 -3.338064
N4 -1.222473 5.349843 -3.854205
C18 -3.429397 7.995283 -2.972370
N5 -3.579946 9.101358 -3.218763
C19 -1.411187 1.797957 -3.724478
N6 -2.586303 2.153425 -2.870333
C20 -3.784784 2.631647 -3.504596
C21 -2.472502 2.147074 -1.538945
O3 -1.418164 1.785005 -0.965091
H20 -1.471631 0.848948 -4.260469
H21 -0.569738 1.683293 -2.986244
H22 -1.202323 2.597362 -4.414385
H23 -4.274412 1.826668 -4.049990
H24 -3.521075 3.438554 -4.189482
H25 -4.516447 3.049956 -2.765522
H26 -3.339887 2.635419 -1.050181
O4 -0.782375 -2.608188 11.715593
S1 -0.424651 -3.503882 10.644184
O5 -1.538743 -3.848197 9.807838
O6 0.461748 -4.585172 10.971087
C22 0.603023 -2.454355 9.520875
N7 1.602377 -1.734193 10.062662
C23 2.446580 -1.110658 9.249992
C24 2.322261 -1.153099 7.868623
C25 1.182361 -1.805265 7.423392
N8 0.318203 -2.430730 8.227867
C26 0.890403 -1.746320 5.931157
C27 1.065884 -0.580392 5.206828
C28 0.736577 -0.570865 3.875641
N9 0.214927 -1.599474 3.233702
C29 0.068603 -2.741998 3.920133
C30 0.448415 -2.868829 5.249819
H27 3.251501 -0.568038 9.673883
H28 2.997307 -0.692663 7.195363
H29 1.458455 0.295763 5.719738
H30 0.771050 0.337549 3.247802
H31 -0.333038 -3.545005 3.327819
H32 0.337991 -3.779287 5.770714
C31 5.224519 2.211693 -3.594015
C32 4.344427 2.206463 -2.360049
C33 3.173064 3.115736 -2.654744
C34 5.157367 2.922714 -1.277764
Si1 3.764939 0.448808 -1.867391
Br1 2.047487 0.821126 -0.588183
C35 5.049018 -0.509701 -0.888139
C36 4.568807 -1.946998 -0.693501
C37 5.177440 0.090914 0.541682
C38 6.453441 -0.415245 -1.541173
C39 3.078130 -0.568753 -3.377247
C40 2.217409 0.185694 -4.381048
C41 2.130126 -1.659581 -2.840633
C42 4.210937 -1.210490 -4.185531
H33 5.603409 3.238318 -3.855673
H34 4.763577 1.848406 -4.503182
H35 6.152140 1.635390 -3.538694
H36 3.551731 4.016953 -3.163244
H37 2.596631 3.387217 -1.790052
H38 2.474179 2.694042 -3.421234
H39 5.343927 3.936154 -1.692760
H40 6.148944 2.441674 -1.003583
H41 4.590682 2.966893 -0.353740
H42 3.680864 -2.016283 -0.074334
H43 5.313587 -2.592524 -0.231534
H44 4.397753 -2.403158 -1.681484
H45 4.237889 0.073646 1.085468
H46 5.626456 1.092407 0.574640
H47 5.907855 -0.612698 1.035318
H48 6.431192 -0.870662 -2.553513
H49 7.185388 -0.941664 -0.913460
H50 6.833483 0.647563 -1.587736
H51 1.264535 0.578058 -3.950473
H52 1.867464 -0.552163 -5.138386
H53 2.788650 0.968948 -4.976502
H54 1.186633 -1.165853 -2.626110
H55 2.470913 -2.221424 -1.992991
H56 1.983685 -2.381212 -3.638085
H57 4.936628 -0.590477 -4.745745
H58 3.742153 -1.840810 -4.947414
H59 4.825947 -1.907119 -3.621623

Cartesian forces (eV/Å) of the 6 atoms listed first:
0.25 0.67 -0.07
-1.02 1.07 -0.34
0.73 -1.85 -0.30
0.49 -0.86 -0.41
-0.96 1.37 0.15
0.67 -0.52 1.09

***

# C28H28BCl3N10O5SSc

C28H28BCl3N10O5SSc as an isolated structure at a distorted geometry (wB97M-V/def2-TZVPD, the OMol25 dataset).

Output
LUMO energy (spin up / spin down)   -4.9 / -5.7 eV
HOMO (spin up / spin down)   -13.243 / -13.574 eV
Charge   +2
Spin multiplicity   2
HOMO-LUMO gap (spin up / spin down)   8.319 / 7.853 eV

Cartesian coordinates (Å):
Sc1 0.052407 -0.276846 0.571888
C1 1.470785 -2.688795 3.989688
C2 0.490477 -2.011145 3.284932
N1 0.995454 -1.495636 2.152658
N2 2.312045 -1.835091 2.128562
C3 2.613429 -2.552296 3.216028
B1 3.178933 -1.305854 0.944281
N3 2.569951 -1.815756 -0.393170
C4 3.190981 -2.504154 -1.362624
C5 2.315765 -2.654745 -2.421952
C6 1.155435 -2.011541 -2.006741
N4 1.310551 -1.517223 -0.775369
N5 3.049520 0.246816 0.953057
C7 3.883367 1.162158 1.464561
C8 3.364977 2.421300 1.226138
C9 2.167764 2.180659 0.566835
N6 1.971889 0.868520 0.397725
N7 4.612011 -1.735107 1.020399
C10 5.701933 -1.176068 0.418795
C11 6.724024 -2.082206 0.477532
C12 6.162114 -3.201962 1.125146
N8 4.897021 -3.000008 1.433929
H1 1.375961 -3.206901 4.927141
H2 -0.548411 -1.860140 3.537580
H3 3.611634 -2.929339 3.353407
H4 4.206595 -2.841983 -1.236450
H5 2.500060 -3.150972 -3.357856
H6 0.230472 -1.865285 -2.544423
H7 4.796409 0.865017 1.952938
H8 3.804932 3.369466 1.478870
H9 1.438550 2.887074 0.202259
H10 5.665987 -0.195704 -0.026129
H11 7.728778 -1.960304 0.113168
H12 6.631978 -4.139332 1.376463
C13 -4.316689 -0.590783 2.707724
O1 -3.791895 -1.764835 2.033262
C14 -2.637558 -1.653658 1.442478
O2 -1.947722 -0.618138 1.432965
N9 -2.234902 -2.767575 0.814517
N10 -1.005428 -2.693644 0.157735
H13 -5.289758 -0.894293 3.074229
H14 -4.407188 0.228738 1.998138
H15 -3.663624 -0.317481 3.532611
H16 -2.750955 -3.630843 0.909769
H17 -1.097409 -3.013443 -0.800200
H18 -0.309808 -3.262689 0.633554
O3 -0.954171 0.493301 -1.029177
S1 -2.181122 0.192780 -1.912244
C15 -3.376549 1.411126 -1.399667
C16 -3.089954 2.285300 -0.364346
C17 -4.063672 3.196894 0.022926
C18 -5.294991 3.216483 -0.616233
C19 -5.565791 2.326653 -1.649328
C20 -4.605272 1.411395 -2.047000
C21 -1.744136 0.757087 -3.523089
C22 -1.075830 1.964445 -3.694773
C23 -0.767189 2.365198 -4.980539
C24 -1.137288 1.574905 -6.066830
C25 -1.806091 0.375751 -5.878394
C26 -2.108958 -0.049670 -4.591450
H19 -2.123127 2.269185 0.119478
H20 -3.854801 3.897013 0.821333
H21 -6.048202 3.930582 -0.312228
H22 -6.525488 2.346685 -2.146962
H23 -4.810286 0.718879 -2.855079
H24 -0.803479 2.569592 -2.839498
H25 -0.244042 3.297357 -5.143672
H26 -0.897423 1.901512 -7.069696
H27 -2.085476 -0.232662 -6.727227
H28 -2.618551 -0.991285 -4.425810
Cl1 -1.588461 4.727827 4.353322
C27 -0.463629 4.158523 3.218230
Cl2 -0.728927 4.603818 1.580417
Cl3 1.158919 4.013460 3.722518
C28 -0.926703 1.449855 3.112534
O4 -1.554113 1.468261 4.067632
O5 -0.296041 1.341775 2.128805

Cartesian forces (eV/Å) of the 6 atoms listed first:
0.10 -0.83 -0.85
-0.01 0.00 0.01
0.01 -0.01 0.00
0.00 0.14 0.07
-0.05 -0.11 -0.06
0.01 0.03 0.01

***

Short version: ΔE to the lowest compared entry with this formula, charge and spin = 129.3, 17.7, 261.6, 0.0, 0.0 kJ/mol, in the order given.